*1*
ORCA calculation (ωB97M-V/def2-TZVPD) on an isolated ion of composition C5H14N2O and charge +1.

ORCA input file:
```
! wB97M-V def2-TZVPD RIJCOSX def2/J DEFGRID3
* xyz 1 2
C -1.04 0.65 2.20
N -0.93 0.53 0.73
C 0.34 0.05 0.17
C 0.01 -0.26 -1.31
C -0.79 -1.55 -1.33
O -0.94 -2.09 -2.64
C 1.49 1.08 0.29
N 1.70 1.52 1.67
H -1.87 0.00 2.50
H -0.91 1.71 2.45
H -0.22 0.05 2.64
H -1.04 1.49 0.40
H 0.57 -0.86 0.75
H 0.84 -0.22 -2.01
H -0.60 0.59 -1.66
H -0.44 -2.37 -0.68
H -1.84 -1.35 -1.06
H -0.09 -2.40 -2.95
H 2.41 0.74 -0.18
H 1.08 2.02 -0.11
H 2.19 0.79 2.18
H 2.29 2.34 1.76
*
```

For the HOMO energy (alpha / beta), the calculation gives -13.98 / -13.96 eV. As for the expectation value of S²: 0.75. The calculation puts the LUMO energy (alpha / beta) at -2.848 / -8.117 eV. As for the HOMO-LUMO gap (alpha / beta): 0.409 / 0.215 hartree.

*2*
ORCA calculation (ωB97M-V/def2-TZVPD) on C5H14N2O as an isolated structure.

ORCA input file:
```
! wB97M-V def2-TZVPD RIJCOSX def2/J DEFGRID3
* xyz 1 2
N 1.68 1.03 -0.08
C 2.50 0.04 0.62
C 2.12 -1.36 0.09
N 0.68 -1.62 -0.02
C -1.43 1.74 0.06
C -1.60 0.59 -0.86
C -2.37 -0.58 -0.34
O -3.54 -0.20 0.30
H 2.22 1.38 -0.86
H 0.91 0.45 -0.42
H 0.55 -2.18 0.82
H 3.58 0.18 0.46
H 2.32 -0.06 1.70
H 2.71 -2.14 0.61
H 2.58 -1.38 -0.90
H -3.76 -0.83 1.01
H -2.15 1.71 0.88
H -0.44 1.62 0.49
H -1.57 2.71 -0.42
H -1.17 0.55 -1.86
H -1.24 -0.40 -0.12
H -2.59 -1.25 -1.16
*
```

For the HOMO energy (alpha / beta), the calculation gives -13.02 / -13.19 eV. As for the expectation value of S²: 0.75. The calculation puts the LUMO energy (alpha / beta) at -5.874 / -5.871 eV. As for the HOMO-LUMO gap (alpha / beta): 0.263 / 0.269 hartree.

Result of the stability comparison: *1* is the most stable of them.

*1*
ORCA calculation (ωB97M-V/def2-TZVPD) on a 7-piece molecular cluster, C28H56O21 overall.

ORCA input file:
```
! wB97M-V def2-TZVPD RIJCOSX def2/J DEFGRID3
* xyz 0 1
C -2.43 -5.11 -3.55
C -3.06 -3.92 -2.89
O -3.26 -4.23 -1.51
C -3.90 -3.30 -0.82
O -4.31 -2.26 -1.25
O -3.98 -3.70 0.44
C -4.56 -2.74 1.33
H -2.36 -4.91 -4.62
H -3.04 -5.99 -3.37
H -1.42 -5.27 -3.19
H -4.01 -3.62 -3.34
H -2.45 -3.03 -3.00
H -3.92 -1.86 1.41
H -4.67 -3.21 2.30
H -5.54 -2.44 0.96
C 8.05 -0.88 5.47
C 7.52 -2.12 4.78
O 6.30 -1.77 4.13
C 5.50 -2.79 3.81
O 5.76 -3.96 3.95
O 4.38 -2.30 3.32
C 3.57 -3.20 2.52
H 8.98 -1.11 5.98
H 7.34 -0.45 6.17
H 8.29 -0.12 4.72
H 7.40 -2.95 5.47
H 8.25 -2.38 4.01
H 2.87 -3.67 3.22
H 4.18 -3.94 2.02
H 3.01 -2.58 1.85
C 0.31 6.51 3.29
C -0.74 6.32 4.36
O -1.43 5.07 4.30
C -0.92 4.04 4.96
O 0.20 3.94 5.36
O -1.86 3.10 5.04
C -1.45 1.88 5.64
H -0.10 6.70 2.30
H 0.97 5.64 3.22
H 0.86 7.40 3.58
H -1.51 7.08 4.30
H -0.27 6.44 5.34
H -1.23 2.06 6.69
H -0.61 1.41 5.14
H -2.29 1.20 5.55
C 7.60 -4.54 -2.01
C 6.55 -3.90 -1.19
O 5.28 -4.14 -1.84
C 4.24 -3.48 -1.32
O 4.31 -2.72 -0.40
O 3.15 -3.87 -1.98
C 1.96 -3.12 -1.78
H 8.58 -4.29 -1.57
H 7.62 -4.27 -3.06
H 7.52 -5.63 -1.96
H 6.69 -2.83 -1.00
H 6.50 -4.36 -0.20
H 1.20 -3.59 -2.40
H 2.06 -2.08 -2.09
H 1.56 -3.13 -0.76
C -2.89 1.96 -5.83
C -4.00 1.15 -5.18
O -3.65 -0.23 -5.04
C -4.00 -1.04 -6.04
O -4.21 -0.71 -7.17
O -4.00 -2.30 -5.59
C -4.51 -3.29 -6.50
H -2.02 1.96 -5.17
H -3.25 2.98 -5.95
H -2.63 1.52 -6.79
H -4.95 1.22 -5.70
H -4.20 1.50 -4.17
H -3.75 -3.50 -7.25
H -5.40 -2.92 -7.00
H -4.70 -4.18 -5.92
C -0.79 4.01 0.14
C -2.06 3.99 0.98
O -2.51 5.33 1.24
C -3.31 5.85 0.32
O -3.65 5.33 -0.70
O -3.74 7.04 0.76
C -4.29 7.90 -0.23
H 0.07 4.22 0.77
H -0.86 4.73 -0.68
H -0.67 3.06 -0.38
H -1.86 3.54 1.95
H -2.78 3.43 0.39
H -5.04 7.39 -0.82
H -3.50 8.27 -0.90
H -4.71 8.76 0.27
C -1.38 -0.22 -2.06
C -1.13 -1.27 -0.99
O 0.05 -1.02 -0.25
C -0.05 0.00 0.60
O -1.03 0.66 0.79
O 1.09 0.11 1.25
C 1.11 1.11 2.27
H -1.68 0.73 -1.61
H -2.19 -0.55 -2.71
H -0.47 -0.08 -2.65
H -1.03 -2.21 -1.53
H -2.01 -1.37 -0.36
H 2.04 1.00 2.81
H 0.27 0.98 2.95
H 1.03 2.12 1.86
*
```

For the HOMO energy, the calculation gives -10.52 eV. Its SMILES is CCOC(=O)OC.CCOC(=O)OC.CCOC(=O)OC.CCOC(=O)OC.CCOC(=O)OC.CCOC(=O)OC.CCOC(=O)OC. The calculation puts the LUMO energy at 0.528 eV. As for the HOMO-LUMO gap: 0.406 hartree.

*2*
ORCA calculation (ωB97M-V/def2-TZVPD) on a 6-piece molecular cluster, C28H56O21 overall.

ORCA input file:
```
! wB97M-V def2-TZVPD RIJCOSX def2/J DEFGRID3
* xyz 0 1
C -1.82 2.35 -6.07
C -2.14 2.77 -4.60
O -3.41 3.40 -4.55
C -4.39 2.66 -3.85
C -4.64 1.21 -4.38
O -4.54 0.21 -3.37
C -3.30 -0.47 -3.39
C -3.43 -1.86 -2.73
O -3.32 -1.78 -1.31
C -1.99 -1.68 -0.90
O -1.92 -1.89 0.51
C -2.85 -1.09 1.12
O -2.81 0.06 1.08
O -3.82 -1.76 1.75
H -2.52 2.89 -6.72
H -1.99 1.27 -6.23
H -0.77 2.54 -6.34
H -1.33 3.47 -4.32
H -2.06 1.92 -3.91
H -4.21 2.61 -2.76
H -5.33 3.23 -3.96
H -4.04 0.97 -5.27
H -5.69 1.18 -4.73
H -2.84 -0.55 -4.39
H -2.59 0.11 -2.77
H -4.45 -2.19 -2.95
H -2.69 -2.57 -3.14
H -1.63 -0.65 -1.07
H -1.32 -2.38 -1.41
H -3.95 -2.56 1.21
C 1.59 -4.12 -5.79
C 0.89 -2.96 -6.49
O 0.28 -2.08 -5.54
C 1.11 -1.22 -4.93
O 2.29 -1.12 -5.12
O 0.39 -0.50 -4.06
C 1.16 0.41 -3.28
H 0.90 -4.63 -5.12
H 1.97 -4.83 -6.52
H 2.43 -3.77 -5.19
H 0.09 -3.34 -7.11
H 1.58 -2.41 -7.13
H 1.77 1.05 -3.92
H 1.79 -0.13 -2.57
H 0.46 1.04 -2.72
C 0.63 2.19 2.78
C 0.22 1.86 1.36
O 0.73 2.84 0.43
C 2.01 2.70 0.10
O 2.76 1.83 0.48
O 2.33 3.70 -0.74
C 3.70 3.72 -1.12
H 0.34 3.21 3.04
H 0.16 1.50 3.48
H 1.71 2.12 2.90
H -0.86 1.89 1.28
H 0.54 0.86 1.07
H 4.01 2.75 -1.53
H 4.33 3.99 -0.28
H 3.81 4.47 -1.90
C 5.10 -4.85 0.90
C 6.36 -4.10 1.30
O 6.45 -2.84 0.62
C 5.70 -1.86 1.13
O 4.98 -1.94 2.09
O 5.87 -0.78 0.37
C 5.06 0.34 0.76
H 5.04 -4.95 -0.18
H 5.09 -5.84 1.35
H 4.20 -4.32 1.23
H 7.23 -4.67 1.00
H 6.41 -3.96 2.38
H 5.19 0.57 1.82
H 4.02 0.14 0.54
H 5.39 1.20 0.18
C -6.16 1.14 1.64
C -6.83 2.31 0.95
O -7.42 3.22 1.90
C -6.56 4.05 2.49
O -5.38 4.12 2.30
O -7.26 4.79 3.37
C -6.45 5.69 4.14
H -6.86 0.65 2.31
H -5.81 0.42 0.90
H -5.31 1.47 2.23
H -7.65 1.96 0.32
H -6.14 2.84 0.29
H -5.83 6.31 3.50
H -5.84 5.13 4.84
H -7.13 6.33 4.70
C 4.07 -3.87 5.03
C 4.40 -2.39 5.01
O 3.66 -1.69 6.03
C 4.15 -1.79 7.27
O 5.13 -2.40 7.60
O 3.33 -1.11 8.09
C 3.69 -1.20 9.46
H 2.99 -4.02 4.95
H 4.55 -4.38 4.19
H 4.39 -4.34 5.96
H 4.11 -1.96 4.06
H 5.47 -2.22 5.13
H 4.73 -0.92 9.62
H 3.50 -2.21 9.84
H 3.06 -0.50 10.01
*
```

For the HOMO energy, the calculation gives -9.59 eV. Its SMILES is CCOCCOCCOCOC(=O)O.CCOC(=O)OC.CCOC(=O)OC.CCOC(=O)OC.CCOC(=O)OC.CCOC(=O)OC. The calculation puts the LUMO energy at 0.302 eV. As for the HOMO-LUMO gap: 0.364 hartree.

Result of the stability comparison: *1* is the most stable of them.

*1*
ORCA calculation (ωB97M-V/def2-TZVPD) on a 2-piece molecular cluster, C3H7ClOSi overall.

ORCA input file:
```
! wB97M-V def2-TZVPD RIJCOSX def2/J DEFGRID3
* xyz 0 1
C 0.66 0.89 -0.43
C -0.11 0.59 -1.68
C 0.16 -0.43 -0.51
O 1.17 1.75 0.23
Si -1.44 -0.83 0.39
Cl 2.88 -0.30 2.79
H 0.29 0.49 -2.75
H -1.09 1.02 -1.93
H 2.22 0.82 3.03
H 0.94 -1.20 -0.86
H -1.11 -0.95 1.75
H -2.09 -2.25 -0.13
H -2.48 0.39 0.10
*
```

For the HOMO energy, the calculation gives -9.45 eV. Its SMILES is O=C1C[C@@H]1[SiH3].Cl. The calculation puts the LUMO energy at 0.582 eV. As for the HOMO-LUMO gap: 0.369 hartree.

*2*
ORCA calculation (ωB97M-V/def2-TZVPD) on a 2-piece molecular cluster, C3H7ClOSi overall.

ORCA input file:
```
! wB97M-V def2-TZVPD RIJCOSX def2/J DEFGRID3
* xyz 0 1
C 0.94 0.15 -0.66
C 1.78 1.40 -0.61
C -0.51 0.30 -0.76
O 1.42 -0.97 -0.56
Si -1.61 -1.24 -0.67
Cl -1.17 1.84 -0.79
H 1.61 2.01 -1.49
H 2.83 1.14 -0.54
H 1.49 1.98 0.26
H -0.63 -0.50 -3.02
H -0.91 -2.41 -1.15
H -2.83 -0.91 -1.41
H -1.98 -1.40 0.75
*
```

For the HOMO energy (alpha / beta), the calculation gives -9.96 / -9.08 eV. The calculation puts the LUMO energy (alpha / beta) at -1.491 / -1.136 eV. As for the HOMO-LUMO gap (alpha / beta): 0.311 / 0.292 hartree.

Result of the stability comparison: *1* is the most stable of them.

*1*
ORCA calculation (ωB97M-V/def2-TZVPD) on one molecule with the formula CH2OS.

ORCA input file:
```
! wB97M-V def2-TZVPD RIJCOSX def2/J DEFGRID3
* xyz 0 1
C 0.34 -0.40 -0.42
H -1.41 -0.21 -0.92
H 1.19 -0.96 -0.78
O -0.62 -0.60 -1.26
S 0.20 0.52 0.89
*
```

For the HOMO energy, the calculation gives -9.26 eV. Its SMILES is OC=S. The calculation puts the LUMO energy at 0.423 eV. As for the HOMO-LUMO gap: 0.356 hartree.

*2*
ORCA calculation (ωB97M-V/def2-TZVPD) on one molecule with the formula CH2OS.

ORCA input file:
```
! wB97M-V def2-TZVPD RIJCOSX def2/J DEFGRID3
* xyz 0 1
C -0.61 0.12 0.11
O 1.94 -0.73 0.09
S 0.82 -0.03 -0.70
H -1.00 -0.22 1.04
H -1.15 0.86 -0.55
*
```

For the HOMO energy, the calculation gives -9.89 eV. The calculation puts the LUMO energy at -0.553 eV. As for the HOMO-LUMO gap: 0.343 hartree.

Result of the stability comparison: *1* is the most stable of them.